{"formula": "C52H138N10O10", "method": "ωB97M-V/def2-TZVPD", "symbols": ["O", "O", "O", "O", "O", "O", "O", "O", "O", "O", "N", "N", "N", "N", "N", "N", "N", "N", "N", "N", "C", "C", "C", "C", "C", "C", "C", "C", "C", "C", "C", "C", "C", "C", "C", "C", "C", "C", "C", "C", "C", "C", "C", "C", "C", "C", "C", "C", "C", "C", "C", "C", "C", "C", "C", "C", "C", "C", "C", "C", "C", "C", "C", "C", "C", "C", "C", "C", "C", "C", "C", "C", "H", "H", "H", "H", "H", "H", "H", "H", "H", "H", "H", "H", "H", "H", "H", "H", "H", "H", "H", "H", "H", "H", "H", "H", "H", "H", "H", "H", "H", "H", "H", "H", "H", "H", "H", "H", "H", "H", "H", "H", "H", "H", "H", "H", "H", "H", "H", "H", "H", "H", "H", "H", "H", "H", "H", "H", "H", "H", "H", "H", "H", "H", "H", "H", "H", "H", "H", "H", "H", "H", "H", "H", "H", "H", "H", "H", "H", "H", "H", "H", "H", "H", "H", "H", "H", "H", "H", "H", "H", "H", "H", "H", "H", "H", "H", "H", "H", "H", "H", "H", "H", "H", "H", "H", "H", "H", "H", "H", "H", "H", "H", "H", "H", "H", "H", "H", "H", "H", "H", "H", "H", "H", "H", "H", "H", "H", "H", "H", "H", "H", "H", "H", "H", "H", "H", "H", "H", "H"], "xyz": [[-34.90485, 19.70153, 5.24318], [-21.11502, 24.21315, -0.26112], [-30.69320, 26.17549, 0.88808], [-24.80398, 17.16989, 2.02803], [-23.56994, 29.03029, -5.03509], [-30.02937, 15.29867, -3.10532], [-22.23070, 27.68322, 5.03108], [-27.78128, 23.26179, -6.59501], [-29.12631, 31.23891, -5.40176], [-36.55117, 17.12938, -3.98146], [-27.02086, 30.81959, -7.47648], [-28.11486, 24.41225, -0.80501], [-27.29862, 16.96742, 4.71646], [-24.73774, 27.60185, 4.30762], [-21.41671, 32.13678, -4.92957], [-29.73572, 15.01036, -6.72216], [-20.54027, 27.78312, 0.77255], [-31.43352, 22.59538, -7.21853], [-35.00331, 19.45868, -4.09876], [-32.55752, 17.99748, 4.92444], [-26.68347, 22.53953, -7.13549], [-22.85976, 30.11796, -4.37446], [-34.90207, 18.62468, 4.29274], [-22.17989, 23.29086, -0.11273], [-21.35417, 25.49377, 0.33903], [-28.13088, 28.79683, -8.02461], [-20.46676, 29.83516, -5.16363], [-35.67476, 20.19433, -1.89121], [-29.54300, 14.73502, -4.34011], [-30.31611, 23.47633, -6.96067], [-24.98704, 25.31634, 4.82531], [-25.65618, 16.62999, 3.07044], [-35.49365, 19.00651, -2.85740], [-29.64802, 31.09867, -4.08450], [-35.96993, 28.71261, -0.75797], [-32.81565, 27.56584, 9.96347], [-28.99689, 22.66064, -6.92106], [-19.07000, 25.94680, 1.25734], [-32.50452, 28.65339, 8.88664], [-33.45787, 18.17233, 3.81163], [-20.16642, 26.46350, 0.34883], [-29.58722, 23.25912, 0.80221], [-36.05060, 30.26333, -0.35736], [-36.16405, 32.93307, 1.52850], [-29.32376, 24.51645, -0.05515], [-37.35186, 28.12966, -1.28852], [-33.50977, 29.80129, 9.00172], [-28.25573, 30.16590, -7.38450], [-23.61884, 16.48597, 1.79120], [-31.80930, 14.82510, -5.57754], [-23.31647, 27.72542, -4.66163], [-29.25752, 16.49745, -2.71691], [-37.13935, 32.44738, 0.48488], [-29.38954, 25.86960, 0.68378], [-30.60088, 24.13062, -5.60748], [-28.80823, 29.92907, -5.94781], [-36.77327, 18.19737, -3.04104], [-32.19611, 25.00561, 9.99377], [-24.37730, 26.59923, 5.30481], [-30.38305, 15.38246, -5.48742], [-31.73993, 26.50282, 10.14362], [-21.72995, 30.71218, -5.23840], [-21.82183, 28.54961, 6.02295], [-30.83050, 27.09523, 1.93076], [-37.24837, 30.89484, 0.32800], [-33.41415, 17.03443, 2.71751], [-33.31447, 24.63979, 11.03697], [-22.84111, 26.48397, 5.46560], [-26.56577, 17.65251, 3.68162], [-34.26111, 20.84136, 4.67695], [-25.85522, 18.83390, 4.28656], [-37.74794, 16.85514, -4.75650], [-27.83598, 27.99515, -7.34753], [-22.48341, 25.67720, 4.82585], [-22.26719, 27.49845, -4.85021], [-29.85085, 14.03000, -6.93599], [-28.03005, 17.59820, 5.01180], [-21.20052, 28.09691, 0.07561], [-38.04873, 28.47062, -0.52287], [-29.43802, 13.65390, -4.24912], [-30.23760, 24.08880, -7.85890], [-24.88834, 25.07710, 3.76648], [-18.60907, 25.06447, 0.81334], [-37.15086, 17.85439, -2.07778], [-26.54752, 21.51735, -6.78229], [-37.45669, 27.04594, -1.34021], [-31.77984, 13.76832, -5.84295], [-35.61958, 28.18557, 0.12949], [-20.57263, 32.41327, -5.41038], [-22.15767, 32.67905, -5.35031], [-22.19408, 25.98671, -0.15053], [-29.19038, 17.37609, -3.35846], [-30.35134, 15.31976, -7.46065], [-21.11148, 28.17136, 6.75808], [-29.22786, 23.37928, 1.82423], [-20.71616, 28.98339, -5.79639], [-33.78008, 27.10512, 9.74970], [-25.74192, 22.92207, -6.74146], [-28.00662, 25.20949, -1.41556], [-21.71957, 25.50181, 1.36593], [-26.66924, 22.42537, -8.21939], [-33.89045, 17.51428, 1.86252], [-37.45678, 30.59501, 1.35501], [-30.51037, 26.53797, 2.81115], [-29.59407, 29.17378, -5.95880], [-26.11751, 15.71335, 2.70293], [-22.14243, 30.67209, -6.24654], [-37.72076, 17.70755, -5.43528], [-31.70102, 22.01105, -6.43935], [-28.95740, 22.24601, -7.92834], [-27.19251, 31.56125, -6.81273], [-29.64585, 32.05898, -3.56885], [-33.13816, 25.11796, 12.00049], [-26.06645, 25.38592, 4.95997], [-34.56142, 21.12310, 3.66773], [-23.29831, 16.81521, 0.80279], [-28.93896, 30.88115, -7.84245], [-28.86511, 26.64944, 0.13159], [-30.16396, 27.92941, 1.71177], [-35.21595, 28.55927, -1.53004], [-29.17350, 22.34155, 0.38387], [-32.30044, 14.91844, -4.60894], [-24.89882, 16.31281, 3.78732], [-32.31744, 15.46885, -6.29551], [-30.11948, 24.61877, -0.79304], [-22.52033, 26.20535, 6.46938], [-36.95999, 32.91184, -0.48477], [-32.36705, 16.84987, 2.47752], [-29.13047, 30.39633, -3.43108], [-35.18218, 33.01995, 1.06322], [-38.14423, 32.85540, 0.59360], [-31.29870, 21.92265, -7.95972], [-18.24965, 26.66451, 1.26244], [-28.33716, 23.59283, -1.35205], [-34.42647, 21.81766, 5.13259], [-28.76744, 25.76684, 1.57291], [-30.63783, 22.98113, 0.88603], [-30.85191, 23.42127, -4.81887], [-23.66440, 15.41832, 2.00604], [-31.28548, 24.47540, 10.27254], [-24.85449, 26.95398, 6.21833], [-34.23575, 25.00174, 10.58055], [-30.32459, 16.46731, -5.39906], [-31.85879, 27.44210, 2.03269], [-34.08813, 16.25005, 3.06192], [-37.60006, 18.83496, -3.35408], [-20.23265, 29.50297, -4.15222], [-35.27375, 18.78552, -4.80150], [-24.50151, 24.53657, 5.41209], [-31.52672, 29.10588, 9.05172], [-33.46401, 30.44744, 8.12508], [-20.88332, 27.85314, 1.71991], [-27.72002, 16.19688, 4.21767], [-28.27725, 16.20168, -2.34317], [-29.70362, 24.70251, -5.37089], [-37.51158, 28.56741, -2.27389], [-25.27371, 18.48295, 5.13907], [-34.65472, 18.39789, -2.51996], [-35.40068, 18.91910, 3.36926], [-22.70107, 23.49992, 0.82150], [-29.12941, 28.58240, -8.40549], [-26.34462, 30.19496, -7.06097], [-19.33673, 25.71156, 2.28769], [-27.30404, 28.78169, -8.73469], [-32.49430, 17.00260, 5.08669], [-35.22665, 30.53044, 0.30434], [-24.64392, 27.13921, 3.41473], [-19.74895, 26.41137, -0.65671], [-31.13802, 26.64078, 11.04182], [-33.01026, 18.51297, 5.66565], [-32.50448, 28.18165, 7.90402], [-34.77571, 20.79378, -1.74803], [-33.35839, 23.55541, 11.13843], [-23.94421, 28.21952, 4.21333], [-30.93232, 26.73679, 9.44998], [-23.59397, 30.89728, -4.17028], [-32.42525, 24.73622, 8.96274], [-22.53913, 29.76816, -3.39317], [-36.61037, 33.84595, 1.92289], [-35.85636, 30.83471, -1.26504], [-32.99929, 19.00469, 3.27779], [-38.67133, 16.78183, -4.18196], [-35.59878, 20.24108, -4.32973], [-35.86969, 19.85725, -0.87314], [-27.94474, 29.50952, -5.43161], [-25.15054, 19.34501, 3.63060], [-36.30814, 21.00869, -2.24303], [-38.08490, 30.61126, -0.31066], [-21.36623, 29.34065, 5.42732], [-28.95052, 21.68759, -6.43207], [-19.66559, 30.31156, -5.72867], [-37.70158, 15.87442, -5.22995], [-33.18959, 20.64652, 4.72171], [-30.67746, 30.74512, -4.14235], [-22.79149, 23.41534, -1.00635], [-32.85786, 28.05977, 10.93422], [-36.13901, 32.22947, 2.36062], [-22.61791, 28.98876, 6.62422], [-26.57629, 19.61384, 4.53125], [-23.60903, 27.43843, -3.65161], [-22.83688, 16.96869, 2.37739], [-23.92811, 27.03564, -5.24319], [-33.22751, 30.35581, 9.89667], [-35.50282, 17.78758, 4.64836], [-31.47372, 24.76931, -5.74282], [-34.48814, 29.32143, 8.97683], [-27.31342, 18.01211, 2.97464], [-28.47601, 14.92603, -4.45473], [-29.82093, 16.87327, -1.86285], [-21.73260, 22.29730, -0.14258]], "largest_force_ha_per_bohr": 0.0569, "total_energy_ev": -91525.6316, "lumo_energy_ev": 0.08, "smiles": "COC[C@H](C)N.COC[C@H](C)N.COC[C@H](C)N.COC[C@H](C)N.COC[C@H](C)N.COC[C@H](C)N.COC[C@H](C)N.COC[C@H](C)N.COC[C@H](C)N.COC[C@H](C)N.CCCCCC.CCCCCC", "charge": 0}

=====

{"formula": "C35H66Cl2F7N3O17PS7", "method": "ωB97M-V/def2-TZVPD", "symbols": ["Cl", "Cl", "S", "S", "S", "S", "S", "S", "S", "P", "F", "F", "F", "F", "F", "F", "F", "O", "O", "O", "O", "O", "O", "O", "O", "O", "O", "O", "O", "O", "O", "O", "O", "O", "N", "N", "N", "C", "C", "C", "C", "C", "C", "C", "C", "C", "C", "C", "C", "C", "C", "C", "C", "C", "C", "C", "C", "C", "C", "C", "C", "C", "C", "C", "C", "C", "C", "C", "C", "C", "C", "C", "H", "H", "H", "H", "H", "H", "H", "H", "H", "H", "H", "H", "H", "H", "H", "H", "H", "H", "H", "H", "H", "H", "H", "H", "H", "H", "H", "H", "H", "H", "H", "H", "H", "H", "H", "H", "H", "H", "H", "H", "H", "H", "H", "H", "H", "H", "H", "H", "H", "H", "H", "H", "H", "H", "H", "H", "H", "H", "H", "H", "H", "H", "H", "H", "H", "H"], "xyz": [[-3.52332, 2.18273, 2.83965], [-5.52264, 4.61347, 4.29431], [-0.69342, 2.73824, 4.75376], [-3.46134, -0.83658, 0.35702], [-1.66134, -4.59825, -7.22021], [6.82692, 2.65108, -5.15289], [0.88758, -2.90917, 4.25343], [1.56214, -0.08694, -3.63073], [4.55181, -5.11986, -5.34512], [-2.75433, 2.98803, 8.77621], [-1.03566, 5.70015, 3.60942], [0.71467, 5.49654, 5.78544], [-0.59079, 7.75552, 4.62476], [-0.38294, 7.13228, 7.04802], [-2.73108, 6.84412, 4.81485], [0.00192, 4.00294, 7.60828], [-1.46676, 5.48096, 8.56240], [-2.74080, -1.81110, 1.14902], [5.58065, -4.13518, -5.07614], [-7.13316, 2.68831, 6.36969], [1.08804, -1.51947, 4.60654], [-1.40872, 2.64170, 9.76772], [4.42876, -5.78144, -6.62704], [-3.64731, 1.64924, 8.69761], [0.46392, -3.90182, 5.22070], [-2.95804, -4.08463, -6.82626], [-3.75777, 4.04611, 9.79402], [0.16302, 0.23219, -3.83339], [6.74741, 2.40838, -3.72779], [-4.75804, -0.32296, 0.75097], [-3.09162, 1.62013, 5.57225], [5.80082, 3.37699, -5.87443], [2.01529, -1.42921, -3.33226], [-0.94080, -5.57278, -6.42821], [-1.21112, 1.34623, 6.95588], [-8.74432, 0.58346, 6.29516], [-3.76338, 4.15770, 6.51443], [-0.68931, 5.88816, 6.22550], [3.33754, 1.70597, -4.45893], [-2.72881, -0.44767, -2.16581], [-1.65700, 0.14989, -1.25545], [-1.98352, 2.38860, 6.10915], [-3.99100, 2.30884, 4.67448], [-5.44728, 1.56850, 4.69022], [3.57926, 1.43910, -2.97402], [-2.37561, 0.53773, 0.02826], [-3.97258, 3.91208, 5.00340], [-4.39736, 5.39218, 7.05470], [2.23157, 1.02044, -2.40550], [0.14300, -3.61179, -8.83268], [-6.26674, 1.53436, 6.08945], [7.13781, 1.09712, -5.97763], [-1.33056, 6.45049, 4.88894], [-7.30156, 0.22185, 5.98936], [2.34778, -3.49729, 3.40867], [1.91632, -3.80978, 1.97679], [-0.92881, -4.20935, -9.74303], [4.57975, -6.36432, -4.06363], [-2.39355, 3.74154, 7.00904], [2.25707, -5.54958, -4.17111], [-1.23482, 4.81030, 7.21768], [2.96778, -4.42733, -4.91286], [-3.54948, -1.42605, -1.32715], [8.52800, 1.21446, -6.60028], [-0.57561, -3.22394, -7.54896], [3.30588, -6.16296, -3.24463], [0.73492, -2.89950, 1.64471], [8.41011, 3.38556, -5.51301], [-1.74948, -5.18773, -8.90437], [9.33044, 2.19724, -5.74891], [2.51362, 0.54154, -5.00601], [-0.19902, -2.98220, 2.84291], [1.90463, -6.30592, -4.88257], [-4.38722, 3.38356, 6.91352], [3.15464, -0.26540, -5.37154], [10.25825, 2.49943, -6.24337], [-0.88970, -0.60423, -1.04333], [6.36987, 0.92886, -6.73690], [4.27757, 1.81699, -5.00840], [9.01755, 0.23740, -6.66011], [-7.35516, 2.66225, 7.35527], [-2.99631, 1.42628, -0.12093], [4.59516, -7.34607, -4.54487], [-3.85783, 5.90232, 7.98162], [2.31066, 0.51026, -1.44402], [-9.16049, 1.20515, 5.56777], [-6.18693, 1.91557, 3.81928], [1.55557, 1.87679, -2.32347], [-0.44230, 0.91659, 6.39754], [9.59258, 1.72940, -4.79244], [3.09837, -2.70261, 3.43610], [8.44278, 1.60261, -7.62254], [0.63386, -2.75017, -9.29452], [-3.07399, 4.35480, 4.35648], [2.44154, -4.10702, -5.81367], [-1.57842, -3.40827, -10.11616], [-1.87583, 0.53517, 7.13990], [3.50607, -5.47492, -2.41429], [0.23312, -3.20562, 0.72216], [1.83508, 0.86636, -5.79885], [-7.18527, -0.35896, 4.97135], [-5.47848, 5.12956, 7.50325], [-1.19631, -2.33540, -7.69815], [3.97494, 2.32110, -2.46202], [2.96110, -7.10744, -2.81222], [-0.80710, 1.59828, 3.90733], [-2.28925, -0.94557, -3.03574], [8.72750, 4.01622, -4.68084], [2.74476, -3.66977, 1.27537], [2.77660, 2.64131, -4.57478], [-5.52075, 1.26132, 6.94646], [1.08734, -1.86944, 1.51348], [1.39120, -5.17853, -3.61504], [0.91030, -4.36591, -8.62056], [3.14514, -3.57112, -4.25523], [-8.86742, 0.95089, 7.26425], [8.30160, 3.98600, -6.42116], [-3.37842, 0.35341, -2.53893], [7.10093, 0.30213, -5.22777], [-0.71945, -3.94418, 2.87090], [4.30509, 0.62538, -2.85800], [-0.91949, -2.16350, 2.88336], [-5.21982, 0.42630, 4.41624], [-1.32411, -6.19464, -8.93372], [-4.62202, 6.27272, 6.32550], [-1.16614, 1.01151, -1.71730], [-3.12411, -2.43296, -1.35649], [-1.69858, 0.68902, 0.87072], [-0.61883, 2.22743, 9.33141], [-4.59384, -1.45342, -1.64822], [1.60015, -4.85769, 1.90716], [5.47605, -6.23542, -3.45162], [-6.97930, -0.55777, 6.83414], [0.10142, -3.07266, -6.70651], [-2.79384, -5.21510, -9.22544], [2.72824, -4.38669, 3.91734], [-0.48925, -4.70724, -10.61296], [-3.16674, 4.67769, 10.31046]], "largest_force_ha_per_bohr": 0.1602, "total_energy_ev": -205829.9784, "lumo_energy_ev": -4.46, "charge": 1}